Run A
The following is a DFT calculation (ωB97M-V/def2-TZVPD) of 10 unconnected molecules or ions with the total composition C10H40O10.

The calculation puts the LUMO energy at 0.19 eV. The HOMO-LUMO gap comes out at 9.5 eV. The HOMO energy comes out at -9.4 eV.

Each line ends with the Mulliken charge.
Geometry (Å):
C1 -0.407 2.580 -1.585  -0.3511
O1 -1.580 1.799 -1.667  -0.4769
H1 0.326 2.283 -2.387  0.1750
H2 -0.679 3.610 -1.652  0.3414
H3 0.169 2.398 -0.652  0.0205
H4 -2.059 1.826 -0.816  0.3037
C2 -5.236 -1.719 1.243  -0.7995
O2 -3.894 -1.502 0.791  -0.5344
H5 -5.174 -1.999 2.291  0.2849
H6 -5.884 -0.877 1.058  0.3547
H7 -5.653 -2.538 0.753  0.3049
H8 -3.886 -0.634 0.405  0.2382
C3 -3.707 2.401 1.650  -0.6983
O3 -3.799 1.662 0.437  -0.4174
H9 -2.871 1.986 2.256  0.2481
H10 -3.546 3.501 1.491  0.2998
H11 -4.591 2.401 2.253  0.3244
H12 -4.486 2.117 -0.083  0.2416
C4 2.562 0.111 -3.580  -0.7924
O4 1.508 -0.585 -2.973  -0.3708
H13 2.336 0.347 -4.634  0.3752
H14 2.732 1.026 -3.099  0.2703
H15 3.463 -0.508 -3.548  0.2560
H16 0.686 -0.415 -3.415  0.3164
C5 -0.198 -0.704 0.565  -0.3458
O5 0.743 -0.493 1.640  -0.5958
H17 0.249 -0.129 -0.283  0.0695
H18 -0.086 -1.667 0.118  0.2843
H19 -1.221 -0.424 0.854  0.2514
H20 0.978 0.434 1.453  0.4679
C6 3.622 -1.536 0.071  -0.4192
O6 3.762 -0.695 1.219  -0.5255
H21 3.233 -2.495 0.427  0.2806
H22 2.968 -1.078 -0.624  0.0350
H23 4.600 -1.737 -0.312  0.2802
H24 2.892 -0.631 1.646  0.3698
C7 -2.176 -4.461 -0.236  -0.1629
O7 -2.979 -4.026 0.813  -0.5588
H25 -1.170 -4.444 0.166  0.2101
H26 -2.433 -5.485 -0.473  0.2962
H27 -2.334 -3.781 -1.079  -0.1234
H28 -3.145 -3.069 0.828  0.4754
C8 -1.738 -2.015 -2.998  -0.4724
O8 -1.277 -0.745 -3.494  -0.5897
H29 -2.597 -1.945 -2.279  0.1129
H30 -2.128 -2.538 -3.858  0.3359
H31 -0.916 -2.576 -2.484  0.2293
H32 -1.506 -0.019 -2.932  0.3168
C9 2.325 3.125 1.364  -0.6288
O9 2.119 1.773 1.051  -0.4569
H33 1.688 3.426 2.252  0.2821
H34 3.375 3.232 1.780  0.1449
H35 2.174 3.798 0.516  0.2584
H36 2.930 1.221 1.081  0.2749
C10 5.113 1.634 3.357  -0.5935
O10 5.417 2.397 2.222  -0.5167
H37 5.090 0.575 3.137  0.2285
H38 5.824 1.820 4.204  0.3135
H39 4.144 1.885 3.751  0.2644
H40 6.327 2.101 1.999  0.2931

---

Run B
The following is a DFT calculation (ωB97M-V/def2-TZVPD) of 10 unconnected molecules or ions with the total composition C10H40O10.

The calculation puts the LUMO energy at 0.48 eV. The HOMO-LUMO gap comes out at 10.2 eV. The HOMO energy comes out at -9.7 eV.

Each line ends with the Mulliken charge.
Geometry (Å):
C1 -3.323 1.260 -0.859  -0.7561
O1 -2.397 0.253 -0.526  -0.3881
H1 -3.098 2.129 -0.212  0.1554
H2 -3.070 1.614 -1.885  0.3167
H3 -4.348 1.014 -0.725  0.3494
H4 -2.783 -0.601 -0.791  0.3252
C2 -0.463 -1.944 1.117  -0.5213
O2 0.903 -1.504 0.963  -0.2797
H5 -0.411 -2.184 2.210  0.2814
H6 -1.114 -1.157 0.839  0.2160
H7 -0.685 -2.858 0.536  0.1672
H8 1.027 -1.242 0.030  0.2409
C3 3.883 0.561 1.884  -0.4175
O3 3.175 -0.390 2.697  -0.6273
H9 4.904 0.610 2.170  0.3442
H10 3.898 0.177 0.853  0.1185
H11 3.358 1.510 1.860  0.1608
H12 2.484 -0.832 2.180  0.3789
C4 3.338 -3.590 -1.141  -0.6079
O4 3.237 -2.531 -0.221  -0.4559
H13 3.805 -3.181 -1.993  0.2552
H14 4.021 -4.349 -0.781  0.2695
H15 2.377 -4.067 -1.404  0.1928
H16 2.360 -2.526 0.212  0.3950
C5 -0.911 -3.778 -3.432  -0.4023
O5 -2.039 -3.443 -4.294  -0.5361
H17 -0.775 -2.894 -2.793  -0.0241
H18 -1.130 -4.684 -2.805  0.2629
H19 -0.060 -3.919 -4.040  0.3933
H20 -1.913 -3.788 -5.198  0.2972
C6 -4.918 -2.141 -0.484  -0.6671
O6 -3.463 -2.148 -0.409  -0.4768
H21 -5.299 -1.354 -1.183  0.2432
H22 -5.191 -3.121 -0.818  0.3481
H23 -5.258 -1.964 0.553  0.2233
H24 -3.056 -2.612 -1.128  0.2745
C7 0.420 2.411 1.253  0.1905
O7 1.052 3.575 0.927  -0.5791
H25 -0.296 2.099 0.446  -0.1757
H26 1.085 1.525 1.440  -0.1357
H27 -0.228 2.423 2.060  0.3835
H28 1.190 4.024 1.784  0.3060
C8 1.554 2.255 5.171  -0.5787
O8 1.118 1.230 4.335  -0.4377
H29 1.580 3.236 4.706  0.1845
H30 0.866 2.325 6.021  0.2357
H31 2.530 1.898 5.612  0.2778
H32 1.882 0.778 3.967  0.3508
C9 -1.508 5.547 -0.526  -0.5972
O9 -0.771 4.485 -1.126  -0.5077
H33 -1.900 6.245 -1.285  0.2567
H34 -2.425 5.192 0.056  0.2136
H35 -0.922 6.088 0.194  0.2577
H36 -0.153 4.091 -0.495  0.3526
C10 1.045 0.241 -2.818  -0.6489
O10 1.549 -0.720 -1.906  -0.3350
H37 0.442 0.992 -2.337  0.2091
H38 1.939 0.678 -3.406  0.2702
H39 0.416 -0.336 -3.467  0.2219
H40 2.467 -0.610 -1.588  0.2357

---

Which structure is most stable, and how do the rest compare? From most to least stable: run A, run B.

---

Run A
The following is a DFT calculation (ωB97M-V/def2-TZVPD) of 10 unconnected molecules or ions with the total composition C10H40O10.

The calculation puts the LUMO energy at 0.04 eV. The HOMO-LUMO gap comes out at 10.1 eV. The HOMO energy comes out at -10.0 eV.

Each line ends with the Mulliken charge.
Geometry (Å):
C1 -4.069 0.104 -0.937  -0.9181
C2 -3.734 0.108 -2.415  -0.2708
O1 -4.865 -0.335 -3.134  -0.5215
H1 -4.307 -0.920 -0.650  0.2911
H2 -4.944 0.727 -0.759  0.3569
H3 -3.209 0.432 -0.358  0.2788
H4 -2.886 -0.575 -2.592  0.2071
H5 -3.355 1.092 -2.734  0.2701
H6 -4.597 -0.540 -4.033  0.3120
C3 1.657 0.116 -3.904  -0.8043
C4 1.416 1.599 -3.797  -0.3001
O2 1.426 1.925 -2.384  -0.3133
H7 2.624 -0.129 -3.457  0.2362
H8 1.722 -0.232 -4.933  0.3940
H9 0.867 -0.418 -3.380  0.0964
H10 0.443 1.877 -4.209  0.3447
H11 2.202 2.188 -4.276  0.3155
H12 1.102 2.824 -2.274  0.2134
C5 -0.386 -0.697 -0.748  -0.8340
C6 1.035 -0.525 -0.234  0.2539
O3 1.330 -1.486 0.774  -0.4320
H13 -0.597 0.140 -1.424  0.2936
H14 -1.076 -0.555 0.087  -0.0791
H15 -0.579 -1.623 -1.284  0.3363
H16 1.098 0.471 0.222  -0.0236
H17 1.794 -0.581 -1.020  0.2977
H18 2.284 -1.482 0.935  0.3010
C7 2.269 3.216 0.758  -0.6046
C8 2.886 2.719 2.028  -0.1771
O4 2.760 3.740 3.008  -0.5409
H19 1.187 3.343 0.868  0.3389
H20 2.344 2.483 -0.051  -0.0857
H21 2.748 4.132 0.416  0.4187
H22 3.937 2.453 1.841  0.2023
H23 2.391 1.797 2.362  0.2269
H24 3.235 3.472 3.799  0.3081
C9 -3.919 -1.536 2.242  -0.4103
C10 -5.275 -0.965 2.544  -0.3458
O5 -6.006 -1.712 3.500  -0.5366
H25 -3.965 -2.563 1.880  0.2849
H26 -3.227 -1.482 3.081  0.2963
H27 -3.447 -0.929 1.470  -0.0884
H28 -5.867 -0.959 1.625  0.2091
H29 -5.154 0.086 2.836  0.2905
H30 -5.780 -1.398 4.379  0.3121
O6 3.915 -1.831 3.718  -0.6247
H31 3.451 -2.667 3.809  0.3001
H32 4.212 -1.799 2.800  0.3410
O7 4.225 -1.096 1.026  -0.6864
H33 4.387 -1.472 0.153  0.3206
H34 4.448 -0.163 0.935  0.2681
O8 -0.767 -1.023 2.849  -0.5889
H35 -0.687 -0.081 3.026  0.2871
H36 -0.053 -1.220 2.226  0.2472
O9 4.135 0.895 -1.359  -0.6653
H37 3.205 0.787 -1.598  0.1153
H38 4.295 1.833 -1.498  0.3092
O10 0.775 -4.183 -0.684  -0.6694
H39 1.092 -3.274 -0.657  0.3303
H40 -0.146 -4.105 -0.417  0.3158

---

Run B
The following is a DFT calculation (ωB97M-V/def2-TZVPD) of 10 unconnected molecules or ions with the total composition C10H40O10.

The calculation puts the LUMO energy at 0.15 eV. The HOMO-LUMO gap comes out at 10.0 eV. The HOMO energy comes out at -9.8 eV.

Each line ends with the Mulliken charge.
Geometry (Å):
C1 -31.686 -29.436 -16.169  -0.4796
O1 -30.819 -30.247 -16.869  -0.4929
H1 -32.067 -28.636 -16.804  0.2419
H2 -32.482 -30.106 -15.844  0.1941
H3 -31.056 -29.110 -15.342  0.2345
H4 -30.277 -29.608 -17.338  0.2932
C2 -36.127 -31.123 -12.267  -0.4729
O2 -36.296 -32.536 -12.362  -0.4942
H5 -35.157 -30.983 -11.792  0.1844
H6 -36.050 -30.624 -13.233  0.2297
H7 -36.851 -30.607 -11.636  0.2444
H8 -35.809 -32.926 -11.632  0.3082
C3 -33.024 -35.785 -14.113  -0.5872
O3 -31.714 -36.126 -13.656  -0.4627
H9 -33.348 -36.439 -14.923  0.2531
H10 -33.695 -36.062 -13.300  0.2561
H11 -33.301 -34.750 -14.311  0.2536
H12 -31.763 -36.327 -12.719  0.2937
C4 -27.933 -33.981 -16.394  -0.4818
O4 -28.207 -35.330 -16.067  -0.5089
H13 -26.877 -33.825 -16.614  0.2547
H14 -28.723 -33.627 -17.056  0.2238
H15 -28.165 -33.458 -15.466  0.1993
H16 -29.034 -35.265 -15.584  0.3093
C5 -31.830 -24.503 -13.396  -0.5065
O5 -32.749 -24.724 -14.488  -0.4775
H17 -31.526 -25.495 -13.061  0.2504
H18 -30.956 -23.934 -13.713  0.1930
H19 -32.331 -24.036 -12.548  0.2555
H20 -33.631 -24.793 -14.114  0.2848
C6 -29.017 -22.367 -17.697  -0.5530
O6 -29.442 -23.751 -17.636  -0.4783
H21 -29.888 -21.799 -18.023  0.2511
H22 -28.888 -21.960 -16.694  0.2512
H23 -28.118 -22.079 -18.241  0.2506
H24 -30.225 -23.929 -17.110  0.2826
C7 -34.193 -31.026 -20.853  -0.4152
O7 -33.952 -31.961 -19.758  -0.5001
H25 -33.872 -30.132 -20.318  0.2071
H26 -33.661 -31.138 -21.798  0.2210
H27 -35.237 -31.173 -21.129  0.1886
H28 -33.053 -31.825 -19.451  0.2984
C8 -26.475 -27.853 -17.645  -0.5852
O8 -27.806 -27.631 -17.955  -0.4560
H29 -26.264 -28.841 -17.237  0.2183
H30 -25.946 -27.625 -18.571  0.2579
H31 -26.051 -27.193 -16.888  0.2719
H32 -27.867 -26.674 -17.906  0.2962
C9 -30.415 -31.945 -11.118  -0.4174
O9 -31.160 -32.352 -9.974  -0.5180
H33 -30.714 -30.954 -11.460  0.2049
H34 -29.389 -31.827 -10.769  0.2514
H35 -30.445 -32.658 -11.942  0.1814
H36 -31.256 -33.303 -9.883  0.2966
C10 -35.246 -22.502 -18.083  -0.5074
O10 -34.632 -23.675 -18.581  -0.4895
H37 -35.264 -21.711 -18.832  0.2256
H38 -36.290 -22.714 -17.855  0.2521
H39 -34.716 -22.094 -17.222  0.2249
H40 -34.804 -24.408 -17.986  0.2948

---

Which structure is most stable, and how do the rest compare? From most to least stable: run A, run B.

---

Run A
The following is a DFT calculation (ωB97M-V/def2-TZVPD) of 10 unconnected molecules or ions with the total composition C10H40O10.

The calculation puts the LUMO energy at 0.07 eV. The HOMO-LUMO gap comes out at 9.7 eV. The HOMO energy comes out at -9.6 eV.

Each line ends with the Mulliken charge.
Geometry (Å):
C1 0.654 -3.719 -1.327  -0.2780
O1 -0.714 -4.144 -1.237  -0.5237
H1 1.004 -3.601 -0.296  0.2282
H2 1.243 -4.463 -1.872  0.3380
H3 0.684 -2.775 -1.868  -0.0443
H4 -0.717 -4.998 -0.795  0.2596
C2 -2.151 4.231 -0.013  -0.3272
O2 -1.778 5.595 0.228  -0.5528
H5 -2.734 3.908 0.847  0.1477
H6 -2.829 4.155 -0.867  0.3943
H7 -1.291 3.576 -0.154  0.0454
H8 -1.516 5.925 -0.638  0.2941
C3 3.034 -1.166 -2.751  -0.3827
O3 3.644 -2.279 -2.063  -0.5840
H9 2.250 -0.754 -2.120  -0.0675
H10 3.821 -0.450 -2.980  0.3470
H11 2.561 -1.548 -3.658  0.3635
H12 4.083 -2.850 -2.696  0.3082
C4 0.768 3.097 2.373  -0.4122
O4 1.967 3.108 3.167  -0.5611
H13 0.950 2.875 1.323  0.1113
H14 0.111 2.315 2.763  0.1869
H15 0.332 4.098 2.422  0.3541
H16 1.653 3.269 4.061  0.3105
C5 -0.056 -0.209 0.419  -0.0833
O5 -0.263 1.011 -0.289  -0.2078
H17 -0.949 -0.800 0.184  0.0097
H18 0.795 -0.736 -0.022  -0.0122
H19 0.056 -0.058 1.486  0.0725
H20 -0.176 0.896 -1.252  0.2079
C6 -3.638 -2.092 -0.985  -0.3203
O6 -3.295 -3.060 -1.959  -0.5489
H21 -4.603 -1.648 -1.226  0.3299
H22 -3.755 -2.556 -0.001  0.2594
H23 -2.886 -1.296 -0.976  -0.0258
H24 -2.475 -3.498 -1.690  0.3615
C7 3.613 -0.421 0.829  -0.5928
O7 3.243 -1.768 0.594  -0.5053
H25 4.666 -0.259 0.599  0.3100
H26 2.999 0.292 0.266  0.1971
H27 3.406 -0.148 1.864  0.2795
H28 3.358 -1.958 -0.358  0.2865
C8 1.201 -1.713 3.593  -0.4142
O8 2.230 -2.569 3.121  -0.5741
H29 1.493 -0.662 3.629  0.1591
H30 0.355 -1.877 2.915  0.1350
H31 0.856 -2.049 4.569  0.3430
H32 2.545 -2.237 2.264  0.4163
C9 -0.940 1.789 -3.640  -0.5648
O9 -0.463 0.603 -3.014  -0.4324
H33 -1.700 1.531 -4.383  0.3059
H34 -1.323 2.511 -2.924  0.1315
H35 -0.147 2.328 -4.174  0.2955
H36 -0.048 0.080 -3.706  0.2216
C10 -2.903 1.153 1.855  -0.2140
O10 -3.612 1.226 3.095  -0.5506
H37 -2.605 0.106 1.747  0.2016
H38 -3.558 1.348 1.006  0.3457
H39 -1.978 1.725 1.810  -0.0854
H40 -4.471 1.608 2.905  0.3073

---

Run B
The following is a DFT calculation (ωB97M-V/def2-TZVPD) of 10 unconnected molecules or ions with the total composition C10H40O10.

The calculation puts the LUMO energy at 0.05 eV. The HOMO-LUMO gap comes out at 10.2 eV. The HOMO energy comes out at -10.1 eV.

Each line ends with the Mulliken charge.
Geometry (Å):
C1 -7.287 -7.792 -16.034  -0.5331
O1 -7.786 -8.986 -16.425  -0.4764
H1 -7.942 -7.026 -16.450  0.1932
H2 -7.218 -7.602 -14.963  0.2695
H3 -6.254 -7.664 -16.355  0.2557
H4 -7.453 -9.646 -15.812  0.2926
C2 -6.400 3.937 -19.422  -0.5543
O2 -7.249 2.766 -19.563  -0.4894
H5 -5.439 3.818 -19.923  0.2393
H6 -6.879 4.867 -19.727  0.2482
H7 -6.138 4.059 -18.371  0.2569
H8 -6.930 2.136 -18.912  0.3009
C3 -12.439 -1.212 -17.986  -0.4653
O3 -12.791 -2.512 -18.368  -0.4971
H9 -11.367 -1.111 -17.822  0.1921
H10 -12.786 -0.439 -18.672  0.2376
H11 -12.933 -1.014 -17.034  0.2269
H12 -13.706 -2.676 -18.130  0.3058
C4 -8.018 2.434 -11.313  -0.4875
O4 -8.586 3.390 -10.441  -0.4965
H13 -7.601 2.948 -12.179  0.2125
H14 -7.266 1.834 -10.802  0.2418
H15 -8.732 1.683 -11.649  0.2354
H16 -9.112 2.879 -9.821  0.2950
C5 -8.952 -7.059 -21.112  -0.4806
O5 -8.740 -8.451 -21.059  -0.5071
H17 -9.500 -6.669 -21.969  0.2422
H18 -9.566 -6.810 -20.247  0.2098
H19 -7.972 -6.585 -21.041  0.2196
H20 -8.668 -8.722 -20.141  0.3150
C6 -7.634 -3.589 -11.889  -0.5435
O6 -6.503 -3.128 -12.557  -0.4831
H21 -8.449 -3.620 -12.612  0.2201
H22 -7.580 -4.492 -11.281  0.2700
H23 -7.959 -2.835 -11.172  0.2407
H24 -5.720 -3.646 -12.356  0.2963
C7 -0.698 -0.042 -18.449  -0.5013
O7 -0.607 -0.700 -19.672  -0.4956
H25 -0.751 -0.750 -17.622  0.1989
H26 0.179 0.573 -18.246  0.2682
H27 -1.598 0.567 -18.373  0.2118
H28 0.092 -0.274 -20.173  0.3179
C8 -5.362 0.787 -23.857  -0.5227
O8 -6.452 1.716 -23.959  -0.4916
H29 -4.609 1.212 -23.194  0.2200
H30 -5.569 -0.211 -23.473  0.2520
H31 -4.874 0.645 -24.822  0.2378
H32 -6.709 1.914 -23.056  0.3021
C9 -1.523 0.153 -12.033  -0.4292
O9 -1.833 1.208 -11.128  -0.5039
H33 -2.425 -0.264 -12.481  0.1990
H34 -0.848 0.535 -12.799  0.2322
H35 -0.983 -0.604 -11.463  0.2053
H36 -2.099 1.976 -11.639  0.2976
C10 -5.807 -2.007 -17.384  -0.5410
O10 -6.043 -0.788 -16.628  -0.4794
H37 -4.946 -2.577 -17.034  0.2436
H38 -6.652 -2.687 -17.487  0.2709
H39 -5.667 -1.691 -18.418  0.2258
H40 -6.098 -1.043 -15.704  0.2785

---

Which structure is most stable, and how do the rest compare? From most to least stable: run A, run B.